This record from OMol25 describes a molecular structure, C50H32Cl4I2N6STi. The level of theory is ωB97M-V with the def2-TZVPD basis set.

CARTESIAN COORDINATES (ANGSTROEM)
Ti -0.057 0.484 -0.801
Cl 1.892 -9.129 -1.475
C 1.366 -7.490 -1.356
C 0.533 -6.962 -2.332
C 0.110 -5.649 -2.234
C 0.533 -4.852 -1.178
C 1.366 -5.394 -0.201
C 1.767 -6.713 -0.277
C 0.093 -3.449 -1.054
C -1.236 -3.218 -0.725
C -2.211 -4.066 -0.130
C -3.223 -3.281 0.338
C -2.914 -1.920 0.034
C -3.602 -0.758 0.343
C -4.924 -0.890 0.997
C -5.068 -0.383 2.291
C -6.259 -0.519 2.974
C -7.334 -1.144 2.355
Cl -8.823 -1.315 3.202
C -7.212 -1.639 1.065
C -6.008 -1.523 0.394
C -3.087 0.563 0.257
N -1.783 1.007 0.269
C -1.856 2.358 0.560
C -0.808 3.126 1.105
C -1.137 4.363 1.836
C -0.431 5.553 1.659
C -0.727 6.669 2.418
C -1.726 6.601 3.381
Cl -2.088 7.987 4.342
C -2.427 5.420 3.587
C -2.133 4.316 2.815
C 0.490 2.622 1.193
C 1.581 3.155 1.952
C 2.621 2.294 1.811
C 2.178 1.235 0.949
N 0.875 1.452 0.604
C 2.935 0.157 0.493
C 2.435 -0.881 -0.314
C 3.274 -1.861 -0.924
C 2.456 -2.844 -1.386
C 1.115 -2.476 -1.060
N 1.111 -1.205 -0.501
C 4.315 0.010 0.988
C 5.266 1.019 0.867
C 6.522 0.865 1.422
C 6.829 -0.296 2.119
Cl 8.386 -0.477 2.837
C 5.893 -1.313 2.243
C 4.650 -1.163 1.665
C -3.217 2.791 0.549
C -3.978 1.675 0.390
N -1.725 -1.929 -0.663
H 0.208 -7.574 -3.159
H -0.534 -5.229 -2.990
H 1.677 -4.781 0.633
H 2.379 -7.142 0.500
H -2.115 -5.127 -0.025
H -4.095 -3.598 0.876
H -4.224 0.091 2.772
H -6.362 -0.148 3.980
H -8.057 -2.113 0.593
H -5.915 -1.909 -0.610
H 0.350 5.609 0.917
H -0.182 7.589 2.271
H -3.186 5.363 4.353
H -2.654 3.388 3.001
H 1.548 4.052 2.535
H 3.589 2.362 2.263
H 4.340 -1.796 -1.010
H 2.751 -3.745 -1.883
H 5.027 1.921 0.320
H 7.262 1.641 1.319
H 6.135 -2.208 2.793
H 3.916 -1.951 1.755
H -3.546 3.806 0.677
H -5.047 1.596 0.366
I -1.718 1.786 -3.093
C -1.934 3.927 -2.695
I -0.042 4.718 -2.108
H -2.626 4.053 -1.870
H -2.268 4.439 -3.589
C 3.325 0.397 -5.112
N 2.797 0.851 -3.855
C 3.339 1.806 -3.051
C 2.478 1.974 -2.007
N 1.417 1.124 -2.164
C 1.652 0.460 -3.286
H 4.329 0.793 -5.242
H 2.697 0.739 -5.938
H 3.368 -0.690 -5.140
H 4.274 2.281 -3.265
H 2.554 2.673 -1.197
H 1.005 -0.292 -3.708
S -1.199 -1.206 -3.127
C -1.314 -0.910 -1.487

total energy	-5936.768992	hartree
Kohn-Sham gap (spin up / spin down)	5.4 / 5.3	eV
energy relative to the best compared isomer or geometry (same formula, charge and spin)	16.74	kJ/mol
M	1192.4	g/mol
lowest unoccupied orbital energy (spin up / spin down)	-0.1533 / -0.1573	Eh
charge	+1
2S+1	2

Löwdin atomic charges, in units of e: atom 1 (Ti): 0.785, atom 2 (Cl): 0.699, atom 3 (C): -0.665, atom 4 (C): -0.086, atom 5 (C): -0.009, atom 6 (C): -0.218, atom 7 (C): -0.023, atom 8 (C): -0.084, atom 9 (C): -0.070, atom 10 (C): -0.167, atom 11 (C): 0.056, atom 12 (C): 0.051, atom 13 (C): -0.131, atom 14 (C): -0.036, atom 15 (C): -0.211, atom 16 (C): -0.020, atom 17 (C): -0.084, atom 18 (C): -0.668, atom 19 (Cl): 0.704, atom 20 (C): -0.086, atom 21 (C): -0.017, atom 22 (C): -0.219, atom 23 (N): 0.004, atom 24 (C): -0.256, atom 25 (C): -0.086, atom 26 (C): -0.191, atom 27 (C): -0.054, atom 28 (C): -0.083, atom 29 (C): -0.664, atom 30 (Cl): 0.701, atom 31 (C): -0.082, atom 32 (C): -0.024, atom 33 (C): -0.223, atom 34 (C): 0.039, atom 35 (C): 0.030, atom 36 (C): -0.230, atom 37 (N): -0.007, atom 38 (C): -0.061, atom 39 (C): -0.241, atom 40 (C): 0.016, atom 41 (C): 0.019, atom 42 (C): -0.210, atom 43 (N): 0.039, atom 44 (C): -0.194, atom 45 (C): -0.032, atom 46 (C): -0.086, atom 47 (C): -0.666, atom 48 (Cl): 0.703, atom 49 (C): -0.081, atom 50 (C): -0.017, atom 51 (C): -0.011, atom 52 (C): 0.016, atom 53 (N): -0.050, atom 54 (H): 0.110, atom 55 (H): 0.126, atom 56 (H): 0.129, atom 57 (H): 0.110, atom 58 (H): 0.126, atom 59 (H): 0.123, atom 60 (H): 0.129, atom 61 (H): 0.110, atom 62 (H): 0.110, atom 63 (H): 0.127, atom 64 (H): 0.078, atom 65 (H): 0.111, atom 66 (H): 0.112, atom 67 (H): 0.123, atom 68 (H): 0.117, atom 69 (H): 0.114, atom 70 (H): 0.125, atom 71 (H): 0.125, atom 72 (H): 0.120, atom 73 (H): 0.110, atom 74 (H): 0.111, atom 75 (H): 0.127, atom 76 (H): 0.126, atom 77 (H): 0.128, atom 78 (I): 0.987, atom 79 (C): -1.022, atom 80 (I): 0.833, atom 81 (H): -0.051, atom 82 (H): -0.035, atom 83 (C): 0.008, atom 84 (N): -0.101, atom 85 (C): -0.024, atom 86 (C): -0.148, atom 87 (N): -0.070, atom 88 (C): -0.180, atom 89 (H): 0.100, atom 90 (H): 0.106, atom 91 (H): 0.102, atom 92 (H): 0.129, atom 93 (H): 0.101, atom 94 (H): 0.066, atom 95 (S): 0.645, atom 96 (C): -0.792

This record from OMol25 describes 2 unconnected molecules or ions with the total composition C16H26BrF8IN4O6PS2. The level of theory is ωB97M-V with the def2-TZVPD basis set.

CARTESIAN COORDINATES (ANGSTROEM)
C -0.301 3.503 5.282
C 0.350 2.470 4.343
C -0.707 1.889 3.446
F -1.622 1.205 4.220
C -0.240 0.937 2.260
S 1.466 0.330 2.452
O 1.622 -0.340 3.699
O 2.289 1.473 2.231
C 1.937 -0.865 1.059
F 0.905 -1.278 0.315
F 2.530 -1.896 1.638
F 2.800 -0.228 0.279
C -0.392 1.499 0.833
C 0.301 2.788 0.375
C 0.423 3.962 1.303
O 1.427 4.427 1.633
F -0.720 4.498 1.707
N -1.785 1.191 0.417
I -3.086 2.830 0.350
C -2.204 0.212 1.286
N -3.468 -0.218 1.074
S -4.391 -1.244 2.048
O -3.919 -1.166 3.381
O -4.579 -2.503 1.430
C -6.041 -0.353 1.950
F -6.955 -1.275 1.717
F -6.269 0.250 3.097
F -6.016 0.524 0.943
N -1.335 -0.119 2.222
P -0.703 -1.811 2.612
O -1.779 -2.692 1.841
Br -1.201 -2.109 4.728
H -0.884 3.033 6.059
H 0.482 4.114 5.708
H -0.910 4.183 4.692
H 1.113 2.998 3.789
H 0.788 1.701 4.966
H -1.255 2.692 2.958
H 0.145 0.768 0.225
H -0.145 3.133 -0.554
H 1.322 2.534 0.134
H -3.961 0.151 0.273
H -2.378 -3.155 2.448
C 0.161 -1.436 -2.959
C 0.961 -2.240 -3.972
N 1.649 -1.403 -4.932
C 2.167 -2.138 -6.074
C 3.260 -3.184 -5.827
C 2.532 -0.399 -4.365
C 3.657 -0.869 -3.432
H -0.518 -0.745 -3.461
H -0.434 -2.110 -2.339
H 0.811 -0.863 -2.293
H 0.269 -2.880 -4.523
H 1.642 -2.916 -3.429
H 2.525 -1.416 -6.811
H 1.318 -2.637 -6.551
H 4.224 -2.726 -5.609
H 3.391 -3.792 -6.723
H 3.006 -3.859 -5.009
H 1.916 0.320 -3.816
H 2.961 0.176 -5.187
H 3.303 -1.589 -2.692
H 4.062 -0.013 -2.888
H 4.483 -1.321 -3.977

total energy	-6103.789924	hartree
Kohn-Sham gap	4.8	eV
energy relative to the best compared isomer or geometry (same formula, charge and spin)	0.00	kJ/mol
M	824.3	g/mol
lowest unoccupied orbital energy	-0.1922	Eh
charge	+1

natural (NBO) atomic charges, in units of e: atom 1 (C): -0.596, atom 2 (C): -0.477, atom 3 (C): 0.201, atom 4 (F): -0.344, atom 5 (C): -0.133, atom 6 (S): 2.071, atom 7 (O): -0.872, atom 8 (O): -0.886, atom 9 (C): 0.774, atom 10 (F): -0.312, atom 11 (F): -0.274, atom 12 (F): -0.281, atom 13 (C): -0.085, atom 14 (C): -0.559, atom 15 (C): 0.862, atom 16 (O): -0.469, atom 17 (F): -0.337, atom 18 (N): -0.539, atom 19 (I): 0.418, atom 20 (C): 0.678, atom 21 (N): -0.831, atom 22 (S): 2.203, atom 23 (O): -0.874, atom 24 (O): -0.853, atom 25 (C): 0.763, atom 26 (F): -0.271, atom 27 (F): -0.271, atom 28 (F): -0.311, atom 29 (N): -0.656, atom 30 (P): 1.259, atom 31 (O): -1.004, atom 32 (Br): -0.125, atom 33 (H): 0.222, atom 34 (H): 0.231, atom 35 (H): 0.202, atom 36 (H): 0.247, atom 37 (H): 0.244, atom 38 (H): 0.188, atom 39 (H): 0.240, atom 40 (H): 0.273, atom 41 (H): 0.287, atom 42 (H): 0.465, atom 43 (H): 0.534, atom 44 (C): -0.617, atom 45 (C): -0.213, atom 46 (N): -0.452, atom 47 (C): -0.207, atom 48 (C): -0.636, atom 49 (C): -0.214, atom 50 (C): -0.639, atom 51 (H): 0.211, atom 52 (H): 0.206, atom 53 (H): 0.186, atom 54 (H): 0.203, atom 55 (H): 0.160, atom 56 (H): 0.197, atom 57 (H): 0.192, atom 58 (H): 0.202, atom 59 (H): 0.220, atom 60 (H): 0.202, atom 61 (H): 0.177, atom 62 (H): 0.205, atom 63 (H): 0.195, atom 64 (H): 0.210, atom 65 (H): 0.214

This record from OMol25 describes C5H4 in the gas phase. The level of theory is ωB97M-V with the def2-TZVPD basis set.

CARTESIAN COORDINATES (ANGSTROEM)
C 2.408 -0.601 0.089
C 1.330 -0.037 -0.180
C 0.001 0.731 0.038
C -1.147 -0.282 -0.036
C -2.357 -0.537 -0.016
H 3.503 -1.042 -0.026
H -0.177 1.481 -0.758
H -0.303 1.406 0.850
H -3.258 -1.120 0.039

total energy	-192.728648	hartree
SMILES	C#CCC#C
Kohn-Sham gap	10.7	eV
energy relative to the best compared isomer or geometry (same formula, charge and spin)	171.93	kJ/mol
M	64.1	g/mol
lowest unoccupied orbital energy	0.0284	Eh

natural (NBO) atomic charges, in units of e: atom 1 (C): -0.237, atom 2 (C): -0.025, atom 3 (C): -0.538, atom 4 (C): 0.001, atom 5 (C): -0.240, atom 6 (H): 0.270, atom 7 (H): 0.257, atom 8 (H): 0.274, atom 9 (H): 0.239